[1]
{
  "formula": "C4H6F2",
  "method": "ωB97M-V/def2-TZVPD",
  "e_homo_ev": -10.12,
  "smiles": "FC[C@@H]1C[C@@H]1F",
  "elements": ["H", "C", "F", "C", "H", "H", "H", "F", "C", "C", "H", "H"],
  "xyz": [[-1.369, -0.229, 1.294], [-0.264, -0.456, -0.482], [0.988, 1.667, 0.014], [0.989, -0.713, 0.297], [1.045, -0.483, 1.366], [1.698, 0.512, -1.493], [-0.686, -1.218, -1.186], [-2.520, 0.552, -0.319], [-1.268, 0.320, 0.348], [1.058, 0.429, -0.561], [-1.032, 1.350, 0.710], [1.361, -1.731, 0.011]]
}

[2]
{
  "formula": "C4H6F2N2",
  "method": "ωB97M-V/def2-TZVPD",
  "e_homo_ev": [-8.53, -9.06],
  "elements": ["N", "H", "H", "C", "H", "H", "H", "N", "C", "C", "F", "H", "F", "C"],
  "xyz": [[0.083, 0.369, 2.008], [-1.266, -0.945, 1.548], [2.279, -0.359, -1.283], [0.196, 0.109, -1.907], [0.890, -1.825, -1.112], [-1.967, 0.810, 1.369], [-1.516, 0.366, -2.501], [-1.026, -0.190, -1.915], [1.177, -0.705, -1.335], [-1.319, 0.159, 1.879], [0.584, 1.262, -2.594], [-1.529, 0.135, 2.959], [2.315, 0.552, 1.599], [1.098, 0.261, 1.285]]
}

[3]
{
  "formula": "C4H6F2N3O",
  "method": "ωB97M-V/def2-TZVPD",
  "e_homo_ev": [-13.43, -13.42],
  "total_charge": 1,
  "elements": ["H", "H", "H", "H", "H", "N", "F", "C", "C", "F", "C", "N", "O", "N", "H", "C"],
  "xyz": [[1.489, -2.061, 0.794], [-1.845, -0.006, 1.763], [2.760, -0.352, -0.147], [-2.744, 1.732, -0.103], [1.362, 0.626, 0.639], [0.961, -1.336, 0.446], [0.575, -0.581, -2.286], [-1.123, 0.607, -0.036], [-0.300, -1.425, 0.987], [1.315, 1.407, -1.775], [1.112, 0.195, -1.347], [-1.149, -0.177, 0.967], [-0.763, -2.344, 1.626], [-1.831, 1.664, -0.351], [-1.434, 2.183, -1.168], [1.614, -0.131, -0.010]]
}

[4]
{
  "formula": "C4H6F2N4O2",
  "method": "ωB97M-V/def2-TZVPD",
  "multiplicity": 3,
  "e_homo_ev": [-6.54, -10.62],
  "s2": 2.036,
  "elements": ["H", "N", "C", "H", "C", "F", "H", "N", "C", "N", "H", "C", "H", "F", "N", "H", "O", "O"],
  "xyz": [[-0.766, -0.590, -2.383], [0.684, 2.312, 0.133], [-0.795, 0.258, -1.676], [2.066, -1.534, 1.099], [0.579, 0.145, -0.893], [-0.795, 1.766, 0.769], [1.334, 0.002, 2.126], [-0.862, -1.209, 0.568], [0.282, -0.683, 0.393], [-2.052, -1.258, 0.557], [0.807, -1.693, 2.175], [1.223, -0.974, 1.513], [-0.914, 1.291, -2.005], [1.561, -0.601, -1.573], [1.148, 1.413, -0.507], [-1.611, 0.064, -1.046], [0.988, 3.391, 0.452], [-2.878, -2.101, 0.299]]
}